# 1
{
  "formula": "C18H18Br45ClFNO4",
  "method": "the ωB97M-V functional and the def2-TZVPD basis",
  "elements": ["Br", "Br", "Br", "Br", "Br", "Br", "Br", "Br", "Br", "Br", "Br", "Br", "Br", "Br", "Br", "Br", "Br", "Br", "Br", "Br", "Br", "Br", "Br", "Br", "Br", "Br", "Br", "Br", "Br", "Br", "Br", "Br", "Br", "Br", "Br", "Br", "Br", "Br", "Br", "Br", "Br", "Br", "Br", "Br", "Br", "Cl", "F", "O", "O", "O", "O", "N", "C", "C", "C", "C", "C", "C", "C", "C", "C", "C", "C", "C", "C", "C", "C", "C", "C", "C", "H", "H", "H", "H", "H", "H", "H", "H", "H", "H", "H", "H", "H", "H", "H", "H", "H", "H"],
  "xyz": [[1.0228, -2.2530, -0.8112], [-7.4056, -2.2692, 2.6055], [-0.7967, -1.8053, 1.7542], [8.5088, 3.0580, 2.3125], [0.0573, -7.9118, -0.5282], [4.5320, -6.2893, -7.2246], [8.4389, -5.0871, -7.3335], [-6.5559, 7.1116, 9.9617], [-2.1126, 2.8202, 8.5514], [-4.2462, 2.5186, 10.9087], [-6.0915, 7.4816, 6.8384], [-0.9166, -6.8535, -11.0164], [1.0965, -4.4307, -11.4345], [0.2771, 2.5048, -5.8940], [2.6098, 4.3815, -4.8309], [0.9139, -1.3228, -6.3661], [6.1581, 4.4795, 3.9171], [1.6125, -6.8586, -4.9047], [-0.7241, 1.7783, -2.1060], [-10.0097, 9.1311, 8.3957], [0.3578, 5.7941, 0.6654], [3.2794, -3.2804, -7.2070], [2.8247, -8.4557, -2.0142], [2.7923, -4.7239, -2.8629], [0.7205, 2.1780, 0.6946], [2.9943, 5.4314, -1.0850], [2.0739, -7.0598, -9.9404], [-4.1937, 5.5492, 8.5134], [2.9258, 2.8733, -7.6178], [-6.9459, 0.7711, 1.7684], [-0.1496, -4.3570, -4.0187], [5.9798, -8.0834, -5.0384], [-1.1432, 2.1452, 11.5031], [-11.6169, 6.4178, 7.9689], [-10.7115, 7.2868, 10.8948], [6.6255, 5.1482, 0.8278], [6.6030, -2.7733, -8.5257], [1.9913, -10.2128, 0.5099], [-4.5223, -0.9567, 2.8709], [4.1522, -9.4332, -7.2732], [2.4468, 1.6651, -1.9402], [7.8102, -2.4939, -5.5931], [3.1925, 5.5487, 2.0827], [0.2937, -3.9934, -7.9912], [-2.1478, -2.2157, -1.0940], [-4.5987, 4.0991, 5.3866], [-1.6108, 2.3930, 2.1681], [-4.4021, 1.6008, 4.7466], [-2.8722, 3.0154, 3.8775], [1.4943, 2.9527, 4.2752], [0.0771, 1.4284, 3.7508], [0.7934, 2.1730, 4.7589], [-0.6246, -1.5242, -0.1465], [0.9164, -6.3405, -11.3005], [-10.2884, 7.3324, 9.0168], [2.2411, 6.1624, 0.5332], [-2.2654, 1.8865, 3.2523], [1.3698, -9.2330, -1.0246], [-3.9390, 2.6946, 4.6058], [1.5490, -2.5763, -7.6747], [7.1595, -3.7058, -6.9367], [5.3534, -7.9885, -6.8553], [-1.2567, 1.2026, 4.1929], [-6.4186, -0.6555, 2.9462], [0.8420, 2.4379, -1.1983], [-5.2572, 7.1496, 8.5420], [1.2038, -5.6143, -3.4964], [7.4476, 4.6513, 2.4932], [2.1745, 2.8057, -5.8484], [-2.5522, 1.9403, 10.2125], [2.6204, 1.9610, -5.3426], [-1.3487, 1.6289, 5.1927], [0.8791, -9.9391, -1.6778], [8.1173, 5.4516, 2.7698], [6.2148, -8.0841, -7.5003], [-0.6031, -0.4557, -0.3133], [1.2270, -6.7604, -12.2451], [2.3577, 7.2346, 0.4831], [6.2877, -4.1971, -6.5291], [-2.9893, 1.1866, 2.8520], [-6.6501, -0.3404, 3.9533], [-1.4298, 0.1296, 4.2155], [0.8067, -6.1886, -2.6720], [1.6721, -2.0375, -8.6029], [-9.3558, 6.8023, 8.8862], [0.8884, 3.5039, -1.3761], [-4.5926, 7.9773, 8.7403], [-2.6394, 0.8862, 9.9958]],
  "e_lumo_ha": -0.0115,
  "energy_ha": -117442.83178,
  "multiplicity": 1,
  "homo_energy_ev": -9.92,
  "fmax_ha_per_bohr": 0.022
}

# 2
{
  "formula": "C18H18CeNO3",
  "method": "the ωB97M-V functional and the def2-TZVPD basis",
  "elements": ["Ce", "O", "O", "O", "N", "C", "C", "C", "C", "C", "C", "C", "C", "C", "C", "C", "C", "C", "C", "C", "C", "C", "C", "H", "H", "H", "H", "H", "H", "H", "H", "H", "H", "H", "H", "H", "H", "H", "H", "H", "H"],
  "xyz": [[-0.1769, -0.0092, -0.4232], [-1.6789, -0.6140, 5.4286], [-0.2031, -0.1899, -3.7073], [-1.6456, -0.2189, 3.2725], [-1.5808, 0.1344, 4.4597], [0.6393, -2.5121, -0.7918], [0.7654, 1.6190, 1.4164], [-0.0984, -0.9315, -5.0201], [0.4501, -1.7724, 1.3972], [0.6989, -0.2137, -8.6568], [-0.2988, 1.1462, -6.4202], [0.3196, 2.6302, -0.6188], [0.3340, 1.1330, -8.7718], [-0.1582, 1.8017, -7.6449], [0.5994, -0.8652, -7.4313], [1.3703, -1.9960, 0.3181], [-1.3917, -0.8253, -4.2661], [-0.7359, -2.6377, -0.4000], [1.3527, 2.0472, 0.1788], [-0.9047, 2.5616, 0.1341], [-0.6262, 1.9354, 1.3871], [0.0915, -0.2013, -6.2796], [-0.8579, -2.1687, 0.9492], [-0.6975, 1.6753, -5.5504], [-1.8668, 2.9230, -0.2061], [1.2884, 1.1541, 2.2470], [0.4373, 3.1032, -1.5977], [-0.4327, 2.8523, -7.7199], [0.4658, -1.8765, -4.9579], [1.0519, -2.7912, -1.7683], [0.6931, -1.4044, 2.3950], [-1.5355, -3.0383, -1.0158], [-1.3136, 1.7541, 2.2186], [1.0696, -0.7517, -9.5277], [0.8896, -1.9110, -7.3304], [2.4448, -1.8255, 0.3537], [-1.7651, -2.1469, 1.5593], [-2.1278, -0.1160, -4.6833], [2.4079, 1.9812, -0.0852], [0.4453, 1.6569, -9.7220], [-1.7352, -1.7300, -3.7430]],
  "s_squared": 0.75,
  "e_lumo_ha": [-0.0360, -0.0350],
  "energy_ha": -1452.10331,
  "multiplicity": 2,
  "homo_energy_ev": [-5.45, -5.45],
  "fmax_ha_per_bohr": 0.074
}

# 3
{
  "formula": "C18H18Cl",
  "method": "the ωB97M-V functional and the def2-TZVPD basis",
  "elements": ["Cl", "C", "C", "C", "C", "C", "C", "C", "C", "C", "C", "C", "C", "C", "C", "C", "C", "C", "C", "H", "H", "H", "H", "H", "H", "H", "H", "H", "H", "H", "H", "H", "H", "H", "H", "H", "H"],
  "xyz": [[4.5077, 1.1401, 1.1648], [0.6803, 0.3473, 0.2850], [-3.6271, 2.3384, 1.2436], [-2.3888, 0.5871, 0.0992], [-3.8230, 1.1383, 0.3312], [2.8022, 1.2716, 1.0157], [-2.3424, 2.4395, 1.6832], [0.2134, -1.5332, 5.1625], [-1.4712, -3.4064, 3.4518], [-0.0046, 1.3350, 1.0151], [0.7264, 2.2982, 1.7197], [0.3917, -2.9156, 5.0392], [2.1290, 2.2991, 1.6983], [-2.1679, -1.2465, 4.4772], [-0.3798, -3.7734, 4.2443], [2.0885, 0.3136, 0.2586], [-2.3166, -2.2977, 3.5688], [-0.9345, -0.7706, 4.9335], [-1.5177, 1.2488, 1.1907], [-1.9710, 0.8615, -0.8705], [2.6437, -0.4726, -0.2537], [-1.7743, -4.1504, 2.6869], [-0.8261, 0.3115, 5.1250], [-1.9373, 3.1058, 2.4504], [-2.3975, -0.5054, 0.2050], [-4.4703, 3.0079, 1.4920], [-0.0217, -4.8117, 4.1126], [-1.5871, 0.5594, 2.0043], [0.1456, -0.3996, -0.3061], [2.6991, 3.0312, 2.2851], [-4.3815, 1.3847, -0.5861], [-3.0092, -0.5542, 4.5511], [1.0714, -0.9764, 5.5903], [-4.3961, 0.3391, 0.8353], [-3.1637, -2.2573, 2.8600], [0.2020, 3.0870, 2.2657], [1.3099, -3.3262, 5.4982]],
  "e_lumo_ha": -0.2097,
  "total_charge": 1,
  "energy_ha": -1156.55191,
  "multiplicity": 1,
  "homo_energy_ev": -11.01,
  "fmax_ha_per_bohr": 0.029
}

# 4
{
  "formula": "C18H18Cl54",
  "method": "the ωB97M-V functional and the def2-TZVPD basis",
  "elements": ["Cl", "Cl", "Cl", "Cl", "Cl", "Cl", "Cl", "Cl", "Cl", "Cl", "Cl", "Cl", "Cl", "Cl", "Cl", "Cl", "Cl", "Cl", "Cl", "Cl", "Cl", "Cl", "Cl", "Cl", "Cl", "Cl", "Cl", "Cl", "Cl", "Cl", "Cl", "Cl", "Cl", "Cl", "Cl", "Cl", "Cl", "Cl", "Cl", "Cl", "Cl", "Cl", "Cl", "Cl", "Cl", "Cl", "Cl", "Cl", "Cl", "Cl", "Cl", "Cl", "Cl", "Cl", "C", "C", "C", "C", "C", "C", "C", "C", "C", "C", "C", "C", "C", "C", "C", "C", "C", "C", "H", "H", "H", "H", "H", "H", "H", "H", "H", "H", "H", "H", "H", "H", "H", "H", "H", "H"],
  "xyz": [[-8.3844, -22.1634, 21.1649], [-15.2733, -22.3313, 16.7751], [-8.8669, -22.0576, 15.5132], [-7.9507, -14.8099, 12.0719], [-9.7860, -15.9630, 20.1310], [-9.1276, -17.3471, 8.7895], [-17.2074, -15.9012, 15.5573], [-3.5212, -17.8624, 9.8707], [-4.2347, -16.6765, 16.4859], [-4.6126, -21.3320, 8.5620], [-7.8382, -24.0493, 13.6890], [-13.0953, -20.6814, 20.0392], [-9.7008, -11.1796, 15.8984], [-5.2714, -19.3063, 17.1349], [-13.1428, -18.7266, 12.0281], [-14.7115, -13.1500, 16.4309], [-16.2263, -15.4847, 12.9069], [-6.5996, -16.1544, 19.0230], [-6.6137, -13.3437, 19.8342], [-7.4649, -13.0009, 15.6718], [-14.7026, -17.0880, 10.0342], [-9.5209, -16.0093, 6.1803], [-7.9959, -20.3062, 18.9383], [-9.6609, -14.7109, 17.4678], [-4.6449, -21.2482, 12.2099], [-16.5999, -19.8162, 16.0373], [-14.4794, -16.3946, 14.9819], [-10.8374, -15.4283, 12.2127], [-11.6891, -16.7967, 17.9827], [-2.1698, -19.6807, 12.6311], [-8.2422, -18.7245, 6.3117], [-6.3334, -18.7415, 9.7167], [-11.3860, -20.0050, 17.7873], [-13.9683, -12.4020, 13.6778], [-10.0390, -12.6998, 12.4932], [-9.3825, -22.9037, 10.7133], [-10.3317, -18.4811, 15.0766], [-4.1427, -14.7751, 19.5495], [-9.5892, -20.1026, 10.0430], [-7.4688, -21.9635, 7.8864], [-5.9084, -23.8291, 9.5270], [-12.1420, -22.7816, 18.3302], [-13.6229, -19.7942, 9.3447], [-5.6575, -15.9159, 9.5574], [-8.2372, -18.4884, 12.9876], [-8.0408, -16.6993, 15.2149], [-7.0597, -10.0821, 15.8132], [-6.0209, -22.4601, 15.1757], [-13.8428, -20.4440, 15.1477], [-2.0758, -22.4903, 12.8132], [-12.1559, -13.9218, 15.3650], [-6.2312, -22.6779, 19.4910], [-4.9274, -18.4583, 14.3159], [-10.6257, -21.1154, 12.6906], [-7.1902, -21.3734, 20.1979], [-2.8797, -21.1877, 11.9602], [-13.3235, -18.2156, 10.3015], [-5.1811, -17.5181, 10.3480], [-11.7622, -21.1858, 19.0445], [-16.1072, -16.5133, 14.3571], [-8.6010, -18.2419, 14.7125], [-7.5557, -23.2254, 15.2226], [-10.0569, -16.2143, 18.3914], [-10.3415, -21.4368, 10.9320], [-6.1768, -22.0925, 9.1506], [-9.5341, -14.4140, 12.7432], [-13.3837, -12.6319, 15.3207], [-8.4747, -17.1596, 7.1022], [-15.0434, -20.5873, 16.4734], [-8.0746, -11.4564, 16.4054], [-4.3172, -18.3828, 15.9691], [-5.8087, -14.9392, 20.0585], [-8.0906, -11.6268, 17.4818], [-10.9642, -21.4087, 19.7527], [-9.4002, -14.4429, 13.8246], [-7.4730, -16.7309, 7.1333], [-6.5097, -21.5409, 10.0298], [-3.3082, -18.7880, 15.8935], [-12.3721, -17.7875, 9.9859], [-12.9243, -11.7106, 15.6789], [-5.8007, -15.2150, 21.1130], [-5.2827, -17.3273, 11.4164], [-2.6810, -21.1982, 10.8885], [-14.6759, -20.1008, 17.3769], [-16.4213, -17.5406, 14.1722], [-7.5189, -23.9272, 16.0558], [-6.6332, -20.6887, 20.8375], [-11.3108, -21.5785, 10.4542], [-8.0958, -19.0080, 15.3006], [-9.3686, -17.0196, 18.1348]],
  "e_lumo_ha": -0.0023,
  "energy_ha": -25546.94449,
  "e_above_lowest_kj_mol": 73.2,
  "multiplicity": 1,
  "homo_energy_ev": -10.67,
  "fmax_ha_per_bohr": 0.036
}